(1)
# C18H29InN2O2P2Se

C18H29InN2O2P2Se as an isolated structure at a distorted geometry (ωB97M-V with the def2-TZVPD basis set, OMol25).

Each line ends with the Löwdin charge.
CARTESIAN COORDINATES (ANGSTROEM)
H (2.932, -1.027, 2.920)  0.06
H (-1.432, 4.238, -2.361)  0.11
H (-3.726, -0.722, -2.463)  0.06
H (-0.040, -6.424, 1.106)  0.10
C (0.062, 4.796, -0.869)  -0.07
H (4.006, -0.316, 0.035)  0.05
C (1.052, -3.347, 0.086)  -0.16
C (-0.031, -5.342, 0.965)  -0.11
N (-0.860, 0.020, 2.271)  -0.05
C (-1.842, 1.705, -1.637)  -0.32
C (-2.920, -1.134, -1.837)  -0.24
C (2.812, 0.063, 2.978)  -0.22
C (0.879, 4.308, 0.149)  -0.07
H (3.464, 1.223, -0.645)  0.06
C (-3.518, 0.688, 0.321)  -0.26
H (-0.061, 1.366, -4.295)  0.08
C (-0.003, -2.578, 0.576)  -0.28
C (0.858, 2.948, 0.451)  -0.34
C (1.769, 2.406, 1.543)  -0.27
H (-3.178, 1.551, 0.908)  0.06
C (-0.844, 2.579, -1.117)  -0.36
H (-3.329, -1.901, -1.161)  0.05
H (-1.886, -5.009, 2.017)  0.10
C (-1.039, -3.144, 1.283)  -0.14
C (-1.060, -4.558, 1.472)  -0.09
H (-2.588, 2.100, -2.323)  0.07
H (-2.167, -1.613, -2.482)  0.03
Se (-0.695, 0.306, 5.199)  0.57
C (-0.771, 3.926, -1.545)  -0.04
H (4.510, 1.212, 0.799)  0.05
H (3.778, 0.536, 3.196)  0.05
H (1.887, -2.865, -0.434)  0.08
H (-1.837, -2.539, 1.710)  0.08
C (1.040, -4.735, 0.275)  -0.10
C (3.699, 0.701, 0.280)  -0.25
H (0.060, 5.843, -1.116)  0.10
O (-0.173, -1.488, -2.988)  -0.13
P (2.254, 0.648, 1.335)  0.84
H (1.303, 2.498, 2.548)  0.11
P (-2.211, 0.143, -0.781)  0.80
N (0.044, 2.094, -0.177)  0.04
H (1.233, -0.789, -1.041)  0.02
H (2.070, 0.308, 3.750)  0.01
H (1.859, -5.346, -0.104)  0.09
H (1.560, 4.944, 0.702)  0.10
H (2.709, 2.982, 1.553)  0.10
C (-0.792, 0.132, 3.470)  -0.94
O (-0.755, 0.716, -4.062)  -0.07
H (-0.163, -0.598, -3.374)  -0.02
H (-4.402, 0.967, -0.275)  0.06
In (0.026, -0.344, 0.424)  0.44
H (0.752, -1.042, -1.597)  0.08
H (0.547, -1.989, -3.408)  0.08
H (-3.740, -0.151, 0.988)  0.04
H (-1.105, 1.055, -3.219)  -0.03

Output
DFT total energy: -4237.48697 Eh
E_HOMO: -6.85 eV
Max |F|: 4.56 eV Å⁻¹



(2)
# C18H29LaO2Si

C18H29LaO2Si as an isolated structure at a distorted geometry (ωB97M-V with the def2-TZVPD basis set, OMol25).

Each line ends with the Löwdin charge.
CARTESIAN COORDINATES (ANGSTROEM)
C (1.882, 0.853, 2.010)  -0.24
H (-1.184, 3.144, -0.774)  0.10
C (1.848, -2.703, -1.074)  -0.13
H (1.320, 2.917, 1.325)  0.09
H (-4.766, 0.789, 3.161)  0.02
H (-5.534, 1.422, 0.265)  0.02
C (-1.362, 1.273, -2.014)  -0.25
H (2.957, 0.842, 1.842)  0.07
C (0.895, 1.058, -2.386)  -0.22
C (-3.725, 0.667, 2.822)  -0.18
H (1.831, 0.797, -2.876)  0.08
H (2.949, -1.488, -3.397)  0.07
Si (-3.682, -0.044, 1.068)  0.26
H (1.499, -1.137, 3.003)  0.08
H (-2.442, 1.146, -2.104)  0.08
H (-1.083, 2.363, 2.445)  0.09
H (-3.220, 0.006, 3.540)  0.02
H (3.825, -0.335, 0.638)  0.05
C (1.032, 1.975, 1.790)  -0.25
C (-4.498, 1.243, -0.056)  -0.19
H (-4.846, -2.025, 0.066)  0.02
H (-0.968, -0.137, 3.472)  0.08
C (-4.761, -1.583, 1.069)  -0.20
H (3.882, -0.015, -2.950)  0.05
H (-3.963, 2.200, -0.022)  0.02
H (5.202, -0.841, -0.347)  0.07
C (-0.698, 2.327, -1.315)  -0.25
H (1.494, 2.841, -1.171)  0.09
H (3.678, -3.039, 0.041)  0.07
C (0.707, 2.180, -1.530)  -0.25
H (-3.243, 1.653, 2.880)  0.01
La (-0.044, 0.084, 0.104)  1.05
C (3.712, -1.076, -2.721)  -0.15
H (-5.777, -1.335, 1.413)  0.02
C (-0.179, 0.354, 2.906)  -0.23
C (4.193, -0.408, -0.383)  -0.06
H (1.274, -3.050, -0.207)  0.09
H (1.453, -3.078, -2.028)  0.08
H (4.660, -1.605, -2.925)  0.06
H (3.876, -3.349, -1.764)  0.07
H (-0.557, -0.401, -3.283)  0.09
O (1.918, -1.181, -1.070)  -0.28
C (-0.373, 0.469, -2.654)  -0.22
C (1.127, -0.162, 2.668)  -0.22
C (3.360, -2.791, -0.977)  -0.23
H (4.284, 0.596, -0.813)  0.07
H (-4.526, 0.907, -1.101)  0.02
H (-4.360, -2.356, 1.740)  0.02
O (-2.155, -0.371, 0.575)  -0.60
C (3.330, -1.276, -1.265)  -0.60
C (-0.242, 1.679, 2.364)  -0.24

Output
Net charge: -2
DFT total energy: -1174.83251 Eh
E_HOMO: 2.55 eV
Max |F|: 1.94 eV Å⁻¹



(3)
# C18H29N2

A 2-piece molecular cluster, C18H29N2 overall at a distorted geometry (ωB97M-V with the def2-TZVPD basis set, OMol25).

Each line ends with the Löwdin charge.
CARTESIAN COORDINATES (ANGSTROEM)
H (3.502, 1.264, 2.912)  0.15
H (1.981, 2.273, 4.546)  0.13
H (2.281, 0.087, 3.398)  0.12
H (0.605, 1.927, 3.522)  0.12
N (-1.394, -0.364, -2.935)  -0.24
H (-3.581, -1.686, -4.469)  0.12
H (1.991, -0.242, -0.317)  0.14
C (0.802, -3.778, 2.896)  -0.03
C (1.671, 2.175, 3.499)  -0.17
H (0.407, 0.514, -3.497)  0.08
N (2.071, 0.909, 1.413)  -0.02
H (0.194, -0.426, 2.983)  0.12
C (1.579, -3.827, 1.727)  -0.05
C (-3.566, 0.881, -3.368)  -0.18
H (0.621, 3.226, 1.060)  0.12
C (1.336, -1.411, 1.420)  -0.19
H (-5.325, -0.368, -3.366)  0.11
H (-3.582, 0.955, -4.465)  0.12
C (0.042, -0.369, -2.962)  -0.09
H (2.522, -2.698, 0.143)  0.13
H (0.400, -1.243, -3.517)  0.09
H (-2.136, -1.923, -1.790)  0.11
C (0.322, -2.543, 3.344)  -0.05
C (-3.566, -1.613, -3.371)  -0.18
H (-1.534, 1.652, -3.396)  0.12
H (-4.440, -0.368, -1.847)  0.11
H (-0.288, -2.487, 4.257)  0.12
H (-4.068, 1.772, -2.986)  0.11
H (2.911, 3.842, 2.964)  0.12
C (2.428, 1.022, 2.851)  -0.11
H (3.502, 2.309, 0.748)  0.15
H (-1.533, -2.383, -3.398)  0.12
H (2.020, 4.241, 0.751)  0.13
C (-2.111, -1.613, -2.856)  -0.20
H (-4.066, -2.507, -2.990)  0.11
H (-2.136, 1.190, -1.790)  0.11
C (-2.110, 0.882, -2.855)  -0.20
C (1.689, 3.334, 1.258)  -0.16
C (2.417, 2.135, 0.670)  -0.12
H (1.217, 4.246, 3.161)  0.12
H (2.153, 1.992, -0.380)  0.13
H (0.571, -4.685, 3.443)  0.12
C (-4.322, -0.364, -2.935)  -0.22
C (1.859, -2.663, 1.018)  -0.01
C (0.579, -1.383, 2.618)  -0.04
C (1.726, -0.186, 0.737)  0.08
C (1.895, 3.488, 2.759)  -0.19
H (0.521, -0.385, -1.975)  0.04
H (1.941, -4.800, 1.366)  0.12

Output
Net charge: +1
DFT total energy: -812.52471 Eh
E_HOMO: -9.87 eV
Max |F|: 2.75 eV Å⁻¹



(4)
# C18H29N2O2P2Zr

C18H29N2O2P2Zr as an isolated structure at a distorted geometry (ωB97M-V with the def2-TZVPD basis set, OMol25).

Each line ends with the Löwdin charge.
CARTESIAN COORDINATES (ANGSTROEM)
H (-2.858, -2.062, -3.614)  0.09
H (-0.751, 4.041, -0.460)  0.05
N (-1.740, -0.699, 0.704)  -0.07
Zr (0.113, 0.145, -0.256)  1.08
C (-3.920, -0.372, 1.612)  -0.05
H (1.981, 2.066, -1.700)  0.07
C (1.772, 0.217, 0.990)  -0.31
C (-3.348, -2.477, 0.633)  -0.04
H (2.077, -2.504, -2.338)  0.04
H (5.825, 0.700, 1.345)  0.12
H (-2.694, 1.382, -2.862)  0.07
H (-1.347, -3.860, -0.496)  0.07
H (-2.122, 4.069, 0.716)  0.05
C (-4.291, -1.647, 1.200)  -0.05
H (0.569, 0.524, -2.139)  0.08
H (1.483, -4.550, 0.227)  0.05
O (-2.378, 0.844, -2.094)  -0.15
N (2.929, -0.103, 1.748)  0.06
C (4.157, 2.170, -1.305)  -0.08
H (2.646, -3.251, 0.713)  0.04
H (-2.166, -2.195, -2.219)  0.04
H (-2.170, 2.964, -0.714)  0.03
C (5.017, 0.947, 0.653)  0.00
H (-3.040, 2.173, 1.621)  0.10
H (-2.441, -0.095, -2.450)  -0.01
H (0.329, -2.515, -2.774)  0.03
H (3.139, -0.416, 2.705)  0.16
C (1.585, -3.546, 0.673)  -0.25
O (-2.254, -1.603, -3.003)  -0.06
H (0.105, 1.201, -1.922)  0.06
H (4.327, 2.826, -2.158)  0.11
C (2.827, 1.742, -1.085)  -0.08
C (-2.233, 1.453, 1.838)  -0.25
H (-3.567, -3.510, 0.372)  0.12
H (6.194, 2.147, -0.712)  0.11
H (1.174, -3.546, 1.694)  0.05
H (-5.316, -1.982, 1.329)  0.12
H (-0.665, 3.897, 2.694)  0.06
P (0.656, -2.376, -0.365)  0.74
C (-1.073, -2.817, -0.298)  -0.33
C (-2.048, -2.012, 0.358)  -0.38
C (0.036, 3.106, 2.386)  -0.25
C (-1.528, 3.443, 0.034)  -0.27
C (2.664, 0.806, -0.098)  -0.25
H (0.257, 2.440, 3.232)  0.06
H (0.968, 3.548, 2.006)  0.05
C (5.201, 1.788, -0.473)  -0.06
H (-2.061, 1.462, 2.930)  0.11
H (-4.614, 0.297, 2.115)  0.12
H (1.091, -4.003, -2.088)  0.05
C (1.084, -2.901, -2.073)  -0.26
P (-0.714, 2.165, 1.042)  0.77
C (3.766, 0.404, 0.761)  -0.23
C (-2.633, 0.076, 1.362)  -0.34

Output
Net charge: +1
DFT total energy: -1692.66237 Eh
E_HOMO (spin up / spin down): -9.36 / -9.36 eV
Max |F|: 4.45 eV Å⁻¹